w.
Computed, not measured: a single C10H10N2 molecule, with ωB97M-V/def2-TZVPD.

Output
E_LUMO in Ha: -0.0095
E_HOMO in eV: -7.91
SMILES string: [H]/N=N/C1=C(C)Cc2ccccc21
Orbital gap in eV: 7.65

Last column: Mulliken charge in e.
Cartesian coordinates (Å):
1 C 2.70570 -1.33586 0.14885  -0.28
2 C 3.23114 -0.01546 0.02526  -0.62
3 C 1.37410 -1.67553 -0.04996  -0.74
4 C 2.31658 1.01462 -0.17403  -0.20
5 C 0.56559 -0.60501 -0.35071  0.60
6 C 0.99320 0.67451 -0.17336  0.20
7 C -0.87000 -0.66239 -0.34417  0.25
8 C -1.38730 0.75901 -0.21735  0.44
9 C -0.14758 1.69561 -0.07823  -0.88
10 C -2.77348 1.07571 0.03836  -1.03
11 N -2.70988 -1.98293 0.01043  -1.04
12 N -1.49626 -1.71642 0.06752  0.25
13 H 3.46336 -2.10814 0.32019  0.33
14 H 4.28043 0.27102 0.42318  0.26
15 H 0.89709 -2.67754 0.02411  0.35
16 H 2.66194 2.05246 -0.39787  0.36
17 H -0.15524 2.13813 0.93775  0.32
18 H -0.34985 2.56073 -0.71370  0.36
19 H -3.26973 0.23060 0.46221  0.31
20 H -3.41275 1.28269 -1.03028  0.21
21 H -2.97412 1.93534 0.75271  0.33
22 H -2.94294 -2.91113 0.31907  0.21

---

x.
Computed, not measured: 2 unconnected molecules or ions with the total composition C10H10N2, with ωB97M-V/def2-TZVPD.

Output
E_LUMO in Ha: 0.0132
E_HOMO in eV: -9.45
SMILES string: c1ccncc1.c1ccncc1
Orbital gap in eV: 9.81

Last column: Mulliken charge in e.
Cartesian coordinates (Å):
1 C -3.91477 -0.23106 0.55768  -0.16
2 C -3.83922 -1.18229 -0.47052  -0.42
3 C -3.21043 -2.52131 -0.23025  -0.33
4 C -2.64901 -2.65622 1.05708  -0.16
5 C -2.83855 -1.61141 1.97112  -0.03
6 C 3.01721 2.66348 0.32425  0.02
7 C 2.14005 1.63711 -0.05957  -0.37
8 C 2.44035 0.53725 -0.78591  -0.36
9 C 3.63213 0.85517 -1.64659  -0.32
10 C 4.42897 1.88902 -1.24112  0.00
11 H -4.18662 0.73101 0.31266  0.44
12 H -3.94259 -0.84905 -1.44436  0.38
13 H -3.13085 -3.28026 -1.03861  0.35
14 H -1.87815 -3.37172 1.54261  0.23
15 H -2.48583 -1.96247 3.01071  0.26
16 H 2.66468 3.43406 1.20338  0.25
17 H 1.27089 1.58489 0.44973  0.44
18 H 1.78609 -0.23769 -1.15639  0.38
19 H 4.36099 -0.08330 -2.22442  0.20
20 H 5.50627 2.13680 -1.61118  0.31
21 N -3.35989 -0.30002 1.74145  -0.56
22 N 4.18828 2.81800 -0.26177  -0.55

---

y.
Computed, not measured: 2 unconnected molecules or ions with the total composition C10H10N2, with ωB97M-V/def2-TZVPD.

Output
E_LUMO in Ha: 0.0181
E_HOMO in eV: -7.28
SMILES string: c1ccncc1.c1ccncc1
Orbital gap in eV: 7.77

Last column: Mulliken charge in e.
Cartesian coordinates (Å):
1 C 0.96416 0.79478 1.63104  -0.32
2 C 0.34251 -0.14444 2.48224  -0.42
3 C -1.04397 -0.37935 2.28972  -0.40
4 C -1.64436 0.31482 1.17613  -0.13
5 C -0.88393 1.36766 0.48168  -0.49
6 C 0.33166 -1.42001 -0.42435  -0.10
7 C 1.27931 -1.48468 -1.45243  -0.52
8 C 1.19413 -0.68877 -2.59721  -0.31
9 C 0.23472 0.24248 -2.60990  -0.34
10 C -0.53262 0.38664 -1.46874  0.22
11 H 1.84779 0.96364 2.10416  0.51
12 H 0.89282 -0.64037 3.24661  0.45
13 H -1.66326 -1.11332 2.84022  0.34
14 H -2.77929 0.37871 1.19572  0.34
15 H -1.25468 2.14492 -0.26719  0.62
16 H 0.28771 -2.28459 0.31268  0.35
17 H 1.96117 -2.32060 -1.18963  0.30
18 H 2.03708 -0.57374 -3.37225  0.27
19 H -0.09359 0.98278 -3.39512  0.29
20 H -1.28530 1.31967 -1.48656  0.11
21 N 0.44319 1.58908 0.80884  -0.60
22 N -0.64321 -0.55937 -0.38565  -0.17

---

Least stable structure among those shown: y.